ORCA calculation (ωB97M-V/def2-TZVPD) on a 6-piece molecular cluster, C27H58BO5 overall.

```
91
Properties=species:S:1:pos:R:3
B -0.744 2.937 0.245
C -0.143 3.001 -1.300
C -1.205 2.625 -2.338
C -0.694 2.427 -3.778
C 0.588 1.592 -3.897
C 0.511 0.277 -3.129
C 1.511 -0.799 -3.603
C 2.699 -1.059 -2.666
C 2.298 -1.361 -1.211
C 2.367 -0.211 -0.188
C 3.644 0.649 -0.250
C 3.483 1.920 -1.095
C 4.815 2.642 -1.296
H -1.783 3.592 0.338
H -0.976 1.751 0.557
H 0.069 3.404 1.056
H 0.219 4.023 -1.478
H 0.698 2.300 -1.330
H -1.762 1.749 -1.984
H -1.939 3.436 -2.368
H -0.525 3.403 -4.248
H -1.464 1.899 -4.363
H 0.738 1.343 -4.957
H 1.445 2.207 -3.598
H 0.630 0.431 -2.057
H -0.505 -0.117 -3.263
H 1.926 -0.473 -4.567
H 0.996 -1.741 -3.819
H 3.224 -1.939 -3.062
H 3.411 -0.234 -2.741
H 1.270 -1.743 -1.220
H 2.921 -2.180 -0.832
H 1.480 0.430 -0.217
H 2.341 -0.681 0.803
H 4.459 0.039 -0.659
H 3.875 0.983 0.766
H 3.055 1.677 -2.071
H 2.799 2.588 -0.565
H 5.597 1.972 -1.665
H 4.697 3.454 -2.022
H 5.113 3.118 -0.357
C 3.025 2.261 3.995
C 4.102 3.054 3.293
O 3.970 3.409 2.147
C 5.346 3.380 4.090
H 2.192 2.102 3.314
H 3.421 1.297 4.320
H 2.672 2.805 4.874
H 5.832 2.459 4.419
H 5.083 3.967 4.972
H 6.036 3.950 3.471
C -1.699 -4.346 1.326
C -1.632 -2.973 1.953
O -2.476 -2.606 2.742
C -0.477 -2.090 1.560
H -2.585 -4.861 1.692
H -1.754 -4.259 0.239
H -0.809 -4.914 1.584
H -0.496 -1.911 0.483
H 0.466 -2.578 1.809
H -0.550 -1.134 2.075
C -6.284 2.030 -0.309
C -5.063 1.861 -1.185
O -4.350 2.794 -1.458
C -4.767 0.463 -1.685
H -6.380 3.080 -0.039
H -7.178 1.712 -0.850
H -6.198 1.429 0.598
H -5.602 0.094 -2.285
H -4.621 -0.211 -0.839
H -3.863 0.482 -2.290
C 1.080 -5.108 -1.768
C 1.702 -5.473 -0.444
O 1.336 -4.966 0.591
C 2.805 -6.505 -0.472
H 0.304 -4.362 -1.613
H 1.838 -4.703 -2.440
H 0.643 -5.994 -2.232
H 3.628 -6.154 -1.096
H 2.430 -7.442 -0.890
H 3.167 -6.680 0.538
C -4.444 0.043 3.421
C -5.935 -0.077 3.567
O -6.703 0.290 2.704
C -6.444 -0.680 4.858
H -4.198 0.484 2.457
H -4.037 0.677 4.211
H -3.982 -0.944 3.488
H -6.109 -0.081 5.707
H -6.052 -1.692 4.975
H -7.532 -0.712 4.845
```

Summary:
- Kohn-Sham gap (eV) = 6.64
- E_tot (eV) = -39853.842
- total charge = -1